Record 1
{"formula": "C31H32GaN2O6PSi", "method": "ωB97M-V with the def2-TZVPD basis set", "homo_lumo_gap_ev": 7.5, "largest_force_ha_per_bohr": 0.0161, "e_homo_ev": -8.47, "elements": ["H", "C", "H", "C", "C", "H", "O", "C", "H", "H", "H", "C", "C", "C", "C", "C", "H", "H", "H", "H", "C", "H", "H", "H", "C", "O", "H", "C", "H", "N", "H", "H", "C", "H", "Si", "O", "C", "H", "H", "C", "C", "H", "P", "C", "C", "N", "O", "C", "C", "H", "O", "C", "C", "H", "H", "C", "C", "C", "H", "H", "Ga", "H", "H", "C", "C", "C", "H", "H", "O", "C", "H", "C", "H", "C"], "xyz": [[0.3540, 1.4224, 7.1730], [-2.1654, 2.7021, -1.3857], [-0.5008, 4.4311, -3.6778], [-2.0074, -2.9761, -1.9123], [-0.9580, -0.0411, -4.0993], [-2.3565, 1.7292, -1.8384], [3.4671, 3.2963, 5.8443], [-0.4443, 0.8616, 5.2511], [-2.9026, -1.4313, -5.3152], [2.7019, -3.6279, -4.4894], [1.8652, -3.7838, 2.3033], [-3.2990, -3.0143, -3.9284], [-0.0846, -3.0518, 2.8251], [-2.4432, -0.9755, 0.7043], [-0.3401, 0.9196, 3.8768], [2.6752, -2.8294, -3.7605], [-0.0791, -3.4877, 3.8152], [-0.9444, 0.7647, -3.3665], [-2.4660, 2.6361, -0.3387], [3.4335, 0.9845, -0.9443], [1.4581, -1.5313, -2.1320], [2.4872, 2.7894, 3.7011], [-3.4671, -4.4767, -2.3655], [-0.6913, 5.5520, -0.7738], [-1.2304, -1.7521, 1.1329], [1.7834, 2.3048, 1.2897], [0.6210, -3.1544, -3.2645], [-1.3638, -1.8155, -2.3292], [4.6506, -0.4480, -2.3894], [-1.5596, 0.0928, 5.8420], [0.0312, 2.7659, -3.9076], [1.8234, -2.7866, 0.0549], [-1.6794, -1.2496, -3.5738], [-0.4455, 4.5034, 0.6252], [-0.3590, 3.2126, -1.4902], [2.3176, 2.7374, 7.5735], [0.9726, -2.6593, 0.7122], [2.6951, -0.1409, 0.1808], [-3.0157, -1.5091, -0.0580], [1.5028, 2.1569, 5.5042], [2.5853, 0.3066, -0.8165], [1.1564, 3.9672, -3.2930], [-0.0798, -1.0286, -1.3044], [-0.1257, -1.9214, 0.2835], [-1.1881, -2.3262, 2.3968], [2.4951, 2.8157, 6.3796], [0.0334, 1.0042, 1.1527], [1.0000, -3.2206, 1.9815], [0.8665, 1.6711, 1.8407], [-3.1018, -0.7975, 1.5539], [-1.6891, 0.1319, 7.0429], [1.5085, -2.5655, -3.0649], [0.7192, 1.6254, 3.3229], [4.7181, -2.2439, -4.0694], [-1.7548, -3.4131, -0.9531], [-2.9736, -3.5759, -2.7045], [1.6594, 2.2465, 4.1340], [-0.1105, 4.7097, -0.3922], [-2.1579, -0.0105, 0.2872], [0.0812, -0.2796, -4.3356], [0.9431, 1.4009, -0.6371], [0.9353, 5.0100, -0.3415], [-4.0530, -3.4716, -4.5547], [2.5998, -0.7612, -1.8649], [0.4571, 1.4757, 6.1000], [-2.6523, -1.8639, -4.3543], [-2.8099, 3.4341, -1.8752], [-1.0507, 0.4089, 3.2436], [-2.2666, -0.5271, 5.0798], [3.8040, -2.0545, -3.5219], [-1.4333, 0.3311, -5.0055], [0.1171, 3.6365, -3.2582], [-2.0342, -2.1944, 3.0602], [3.7650, -1.0403, -2.5811]], "lowdin_charge": [0.1348, -0.2178, 0.0313, -0.0945, -0.0516, 0.0098, 0.0955, -0.0991, 0.1107, 0.1022, 0.1031, -0.0743, -0.0705, -0.0415, 0.0938, -0.0809, 0.1055, 0.0293, 0.0292, 0.0691, -0.3315, 0.1386, 0.1050, 0.0320, -0.2917, 0.0166, 0.1085, -0.3166, 0.1119, -0.3472, 0.0065, 0.1056, -0.2691, 0.0278, 0.4379, 0.0922, -0.0703, 0.0791, 0.0761, -0.1023, -0.1972, 0.0283, 1.1179, -0.3160, -0.0523, -0.3539, -0.0571, -0.0755, -0.5790, 0.0865, 0.0986, -0.0771, -0.0722, 0.1033, 0.1086, -0.0753, 0.0952, -0.2192, 0.0567, 0.0885, 0.5324, 0.0311, 0.1039, -0.3064, 0.0947, -0.0425, 0.0332, 0.1233, 0.0801, -0.0760, 0.0858, -0.2236, 0.1024, -0.0408]}

Record 2
{"formula": "C31H32N8O2PtS", "method": "ωB97M-V with the def2-TZVPD basis set", "homo_lumo_gap_ev": 6.4, "largest_force_ha_per_bohr": 0.0071, "total_charge": 2, "e_homo_ev": -12.85, "elements": ["H", "H", "C", "C", "N", "N", "H", "C", "C", "H", "H", "H", "O", "O", "H", "C", "H", "C", "H", "C", "H", "H", "C", "C", "H", "H", "H", "C", "C", "C", "C", "C", "C", "C", "C", "H", "C", "C", "H", "H", "H", "H", "N", "N", "C", "N", "C", "C", "H", "H", "C", "C", "C", "H", "C", "N", "C", "H", "S", "H", "C", "H", "H", "H", "C", "Pt", "H", "H", "H", "C", "H", "N", "C", "N", "H"], "xyz": [[-0.5227, 1.5824, -4.1282], [2.0384, 1.9339, -1.2641], [0.1827, 3.5841, -3.5938], [5.9009, -5.0772, -3.2608], [0.5106, -3.3658, -0.4256], [1.6160, -4.0970, -0.7823], [5.5406, -6.7862, -2.0072], [-3.5050, -2.2214, 1.7117], [-0.7596, 4.1466, 1.3345], [3.5312, 0.7246, 2.9566], [-4.3693, 2.8634, 0.6266], [0.7156, 4.3761, 2.6520], [-0.3112, 4.8980, 0.4915], [0.2001, 0.1876, -2.2412], [6.8062, -5.4881, -3.6862], [-5.5092, 0.3892, 4.4161], [2.4846, -0.8527, 1.3415], [2.5797, 0.9614, 2.5011], [0.2058, 3.8680, -4.6447], [1.9928, 0.0766, 1.6072], [-2.2736, 0.1236, -0.3855], [1.0556, 3.3778, -0.9463], [0.1852, 1.4467, 1.3435], [1.9437, 2.1545, 2.7839], [4.3250, -1.5334, -4.1879], [-0.1993, 4.4367, -3.0293], [-5.9029, 1.4658, 1.9343], [-0.7176, 2.3671, -3.3952], [5.1849, -5.8119, -2.3108], [-4.0648, 2.5031, 1.6038], [-2.4744, 2.4553, 3.4006], [2.3596, -3.4528, -1.6270], [5.4673, -3.8320, -3.6651], [-2.8352, 2.8883, 2.1292], [4.3019, -3.3192, -3.1086], [-4.1586, -0.2394, 1.1785], [2.7253, -1.5447, -2.9611], [-2.3696, -0.8045, 0.1620], [2.3948, 2.8768, 3.4536], [6.0207, -3.2631, -4.4016], [2.3967, -0.5662, -3.2880], [2.2308, 4.0298, -2.9820], [0.0642, 3.6455, 2.3911], [3.8211, -2.0603, -3.4895], [1.2774, 2.5948, -1.6780], [-2.0590, 3.7638, 1.3207], [4.0304, -5.3006, -1.7642], [-4.5802, 1.2553, 3.6106], [-5.4978, 0.6738, 5.4676], [-5.2132, -0.6614, 4.3647], [-1.4907, -2.8983, 0.6304], [-3.3399, 1.6396, 4.1135], [0.7190, 2.4244, 2.1782], [-1.7833, 2.5830, -3.3752], [-3.4273, -1.0212, 1.0356], [2.0061, -2.1599, -2.0599], [-4.9299, 1.7123, 2.3445], [-0.3085, -4.8058, 0.8021], [-0.2355, 1.6096, -1.8181], [-3.0512, 1.3221, 5.1084], [-0.3872, -3.8169, 0.3685], [3.4628, -5.8562, -1.0315], [2.0158, 2.4395, -3.7120], [-6.5340, 0.4656, 4.0560], [3.5732, -4.0380, -2.1597], [0.2748, -1.6123, -1.1694], [-2.5394, -4.1285, 2.0226], [-2.5669, 4.2095, 0.5701], [-1.5419, 2.7687, 3.8423], [-2.5178, -3.1792, 1.5055], [-4.3188, -2.4175, 2.3964], [-1.4267, -1.7154, -0.0437], [1.5529, 3.1811, -3.0564], [0.8150, 0.3152, 1.0360], [-0.7873, 1.6058, 0.8873]], "lowdin_charge": [0.1043, 0.1002, -0.2067, -0.0230, -0.1960, 0.1206, 0.1229, 0.0039, -0.5158, 0.1156, 0.1183, 0.1531, 0.0831, -0.7081, 0.1254, -0.0360, 0.0984, -0.0392, 0.1285, -0.1569, 0.0989, 0.0842, -0.1354, 0.0148, 0.1767, 0.1254, 0.1234, -0.2772, -0.0291, -0.0350, -0.0083, -0.2460, 0.0096, -0.2321, -0.1554, 0.0936, -0.0940, -0.0783, 0.1285, 0.1275, 0.1404, 0.1292, 0.1209, 0.1548, -0.2918, 0.1534, 0.0127, -0.2814, 0.0884, 0.0741, -0.2306, -0.0199, -0.2260, 0.0984, 0.0051, -0.0451, -0.0716, 0.1533, 0.9999, 0.1232, -0.0008, 0.1236, 0.1145, 0.0840, -0.0833, 1.2117, 0.1341, 0.1551, 0.1060, 0.0290, 0.1250, -0.0638, -0.2077, 0.0288, 0.0720]}

Record 3
{"formula": "C31H33AuF5N3O3PSTe", "method": "ωB97M-V with the def2-TZVPD basis set", "homo_lumo_gap_ev": [5.8, 4.3], "largest_force_ha_per_bohr": 0.0424, "total_charge": 2, "e_homo_ev": [-12.75, -12.35], "multiplicity": 2, "s_squared": 0.773, "elements": ["F", "C", "H", "C", "N", "H", "H", "H", "O", "H", "F", "C", "N", "C", "H", "H", "C", "C", "H", "H", "H", "Te", "H", "C", "C", "C", "N", "H", "C", "C", "F", "C", "C", "C", "H", "C", "C", "H", "F", "H", "C", "C", "F", "C", "H", "C", "C", "C", "H", "H", "P", "H", "H", "H", "Au", "H", "C", "H", "C", "C", "S", "C", "H", "H", "C", "H", "H", "C", "C", "H", "H", "O", "H", "O", "C", "C", "H", "H", "H"], "xyz": [[-7.0133, 0.9083, -0.3849], [-1.1207, 4.9350, 2.8065], [-1.9879, -3.2544, -2.4148], [5.4014, 1.2450, 3.4591], [1.2588, 0.7125, 1.1466], [6.6527, 2.0030, 0.3267], [-0.6665, -3.8740, 2.6524], [5.8828, 2.1330, 3.8457], [2.5640, 2.4303, 0.5533], [5.9558, 0.0053, 5.1200], [-6.3873, 3.5303, -0.1551], [1.4919, 2.0211, 1.1206], [-1.0068, -5.1338, -2.8405], [8.6264, -1.6556, -2.9824], [5.1013, 2.3281, -0.4730], [3.3493, -2.6725, -1.0793], [7.2978, 0.0741, -1.7432], [-3.3977, 0.7719, -0.7835], [4.1308, -2.9935, 1.5502], [-1.7952, 5.6799, 3.2073], [-0.7957, 1.5757, 2.5304], [3.1236, 0.2224, -0.1194], [8.1858, 0.6965, -1.7165], [4.7378, 1.3020, 2.2441], [6.1176, 1.9572, -0.6226], [-1.4399, 3.5845, 2.9096], [-0.2392, -3.8206, 1.7276], [2.6732, -2.0464, 1.2114], [-0.9904, -3.6858, -2.4453], [-1.2176, -3.7898, 0.5851], [-1.8691, 2.5906, -0.7951], [0.0635, 5.3243, 2.1996], [4.1262, 0.1568, 1.7449], [0.9131, 4.3709, 1.6609], [-2.3641, 3.2820, 3.3845], [5.0122, -0.2822, -1.1935], [4.7943, -1.0666, 3.6797], [-0.1958, -5.5386, -2.2932], [-3.8160, 4.3571, -0.3402], [8.9706, -0.9642, -3.7527], [-5.4339, 2.6522, -0.3664], [3.7376, -2.3313, -2.0381], [-5.0620, -0.9034, -0.7690], [6.1802, -1.9224, -2.4439], [-1.8050, -4.7044, 0.5845], [-3.1134, 2.1476, -0.6841], [5.4375, 0.0561, 4.1719], [0.5954, 3.0178, 1.7603], [2.9435, -1.7566, -2.5187], [0.3245, 6.3718, 2.1336], [-0.0422, -3.6337, -0.8508], [-0.3898, -3.1311, -3.1652], [-1.8603, -2.9169, 0.6813], [2.9250, -2.7790, 2.8180], [-0.2547, 0.2042, -0.0795], [8.5041, -2.6386, -3.4318], [-4.1108, 3.0728, -0.4657], [0.3489, -2.9775, 1.6519], [3.4182, -2.2852, 1.9786], [6.1253, 0.5622, -1.1775], [-2.2193, -0.4592, -1.0337], [-5.7537, 1.3014, -0.4849], [-0.8954, -5.2864, -3.8427], [9.4137, -1.7133, -2.2298], [7.3474, -1.1665, -2.3670], [-1.8590, -5.6076, -2.5431], [4.8069, -1.9878, 4.2500], [4.1210, -1.0392, 2.4613], [-0.5756, 2.6281, 2.4096], [1.8243, 4.6697, 1.1614], [3.9431, -3.2098, -2.6471], [0.6854, -2.3657, -0.5753], [0.3892, -4.6218, 1.5902], [0.6824, -4.9505, -0.8867], [4.9853, -1.4961, -1.8810], [-4.7484, 0.3855, -0.6854], [4.6813, 2.2375, 1.7109], [6.1952, -2.8706, -2.9687], [6.6186, 2.6352, -1.3129]], "mulliken_spin": [-0.0027, -0.0003, -0.0010, 0.0005, 0.0809, -0.0003, -0.0003, 0.0000, 0.0139, 0.0000, 0.0150, -0.0277, 0.0006, -0.0001, -0.0019, -0.0038, -0.0003, -0.0311, -0.0001, 0.0000, 0.0040, 0.0421, -0.0001, -0.0010, 0.0011, -0.0014, -0.0017, 0.0071, -0.0009, 0.0022, 0.0065, 0.0009, 0.0118, -0.0012, 0.0000, -0.0135, 0.0002, 0.0001, -0.0025, -0.0001, 0.1138, 0.0085, 0.0080, -0.0012, 0.0005, 0.0746, -0.0002, 0.0357, 0.0004, -0.0002, 0.0028, 0.0008, -0.0031, -0.0002, 0.1532, 0.0000, -0.0228, -0.0007, -0.0101, 0.0029, 0.4979, -0.0214, 0.0000, -0.0001, -0.0003, 0.0001, 0.0000, -0.0072, -0.0043, 0.0013, 0.0009, 0.0137, 0.0001, -0.0006, -0.0194, 0.0832, -0.0013, -0.0004, 0.0002]}

Values for molar mass, g mol⁻¹, ordered as above
657.4 775.8 978.2